[1]
The following is a DFT calculation (ωB97M-V with the def2-TZVPD basis set) of a molecular structure, C10H24BN2O6RuS in a non-equilibrium geometry.

* highest occupied orbital energy (alpha / beta): -7.801 / -9.627 eV
* frontier orbital gap (alpha / beta): 0.3011 / 0.2980 hartree
* charge: 0
* multiplicity: 6

XYZ file:
```
45
C10H24BN2O6RuS | the OMol25 dataset | ωB97M-V with the def2-TZVPD basis set
Ru -0.46 0.40 0.13
S -0.69 -1.66 1.46
O 0.05 -0.55 2.16
O -2.18 2.25 0.14
O 0.11 -1.94 0.22
O -1.96 -1.03 0.95
O -0.89 -2.81 2.28
O -0.46 3.67 -0.24
N -0.48 -0.58 -2.16
N 2.02 0.46 0.43
C 1.58 0.77 -2.60
C -3.68 4.08 0.02
C 2.86 0.32 -1.89
C -0.39 4.12 2.08
C -1.22 4.30 0.81
C -3.05 3.08 2.23
C 0.63 -0.35 -3.08
C 2.63 -0.42 -0.57
C -1.39 5.77 0.47
C -2.55 3.46 0.84
B -0.97 2.44 -0.51
H -3.18 3.97 2.85
H -0.42 6.25 0.46
H 0.57 4.61 1.95
H -4.49 3.36 -0.04
H 1.00 1.41 -1.91
H -0.89 4.55 2.95
H 3.45 1.22 -1.69
H 3.59 -0.81 -0.21
H -0.42 -1.49 -1.69
H -3.34 4.28 -1.00
H -0.20 3.06 2.25
H -2.36 2.40 2.71
H 1.19 -1.27 -3.22
H -1.82 5.89 -0.52
H 1.88 1.37 -3.46
H 2.58 1.29 0.60
H 0.23 -0.05 -4.05
H -1.39 -0.48 -2.60
H 1.89 -0.06 1.31
H -2.02 6.27 1.20
H 3.45 -0.32 -2.55
H -4.04 5.00 0.47
H -4.01 2.58 2.13
H 1.95 -1.27 -0.71
```

[2]
The following is a DFT calculation (ωB97M-V with the def2-TZVPD basis set) of a molecular structure, C45H51MgN4O4PS3.

* highest occupied orbital energy: -6.675 eV
* frontier orbital gap: 0.2359 hartree
* charge: 0

XYZ file:
```
109
C45H51MgN4O4PS3 | the OMol25 dataset | ωB97M-V with the def2-TZVPD basis set
S 0.45 -1.96 0.68
S 2.87 1.45 2.25
S 0.47 0.59 -1.45
P -1.12 3.43 0.21
Mg -0.18 1.11 1.37
O 1.86 0.69 1.41
O -3.48 -1.02 -1.05
O -1.90 0.41 0.75
O 0.31 2.62 2.74
N -0.19 1.04 4.35
N 2.11 -2.92 -1.15
N 0.83 -1.44 -3.11
N -0.77 0.40 3.26
C 4.41 0.65 1.75
C 1.95 -5.30 -0.52
C 0.34 2.17 3.95
C -2.45 -1.14 2.50
C -1.92 3.59 -1.42
C -3.05 3.66 -3.98
C 4.34 -0.83 2.09
C -3.24 -2.09 -4.12
C -1.67 -0.48 3.52
C -0.02 -6.65 -0.87
C 1.28 2.50 6.26
C 2.39 4.55 6.85
C -3.94 -2.98 1.98
C -1.12 3.49 -2.56
C -1.27 -1.62 -6.01
C -3.71 0.35 -1.36
C 1.20 -2.00 -0.78
C -3.30 3.73 -1.59
C 3.10 3.03 1.42
C 2.58 -3.96 -0.23
C 0.84 -0.97 -1.85
C -3.86 3.76 -2.86
C 0.56 -5.42 -0.60
C -3.38 -1.37 0.28
C 2.15 5.05 5.58
C -2.03 -1.54 -3.73
C 2.48 -3.08 -2.54
C -1.68 3.53 -3.83
C 0.78 -7.77 -1.06
C -3.17 -2.29 2.88
C -3.47 -2.40 -5.46
C -2.53 -0.64 1.17
C 2.74 -6.43 -0.71
C -0.24 5.03 0.36
C 0.27 -0.69 -4.23
C 1.96 3.28 7.19
C -2.48 -2.17 -6.40
C 1.47 4.27 4.65
C -1.04 -1.30 -4.68
C -4.04 -2.50 0.68
C -2.49 3.68 1.39
C 1.27 -2.79 -3.40
C 1.03 2.99 4.98
C 2.16 -7.66 -0.97
C 4.16 3.89 2.09
H -4.93 3.85 -2.97
H 3.30 2.82 0.37
H 2.35 -3.63 0.78
H 0.33 -8.73 -1.27
H 3.96 3.99 3.16
H 3.82 -6.34 -0.65
H -3.49 3.68 -4.97
H 2.15 2.88 8.18
H -4.48 -3.87 2.28
H -0.07 -4.55 -0.44
H -2.04 3.74 2.39
H 3.30 -2.40 -2.81
H -0.05 3.36 -2.45
H 2.11 3.48 1.51
H -0.91 5.88 0.22
H -4.27 0.84 -0.56
H -4.65 -3.01 -0.06
H 0.93 1.51 6.51
H 5.25 -1.33 1.77
H 4.15 4.89 1.66
H 0.21 5.08 1.35
H -4.42 -2.83 -5.76
H 2.81 -4.11 -2.69
H 2.92 5.15 7.58
H -4.00 -2.26 -3.37
H 4.52 0.81 0.68
H -2.77 0.88 -1.52
H 1.53 -2.84 -4.46
H -3.05 4.59 1.19
H 5.22 1.15 2.28
H -1.87 -0.72 4.57
H -3.15 2.81 1.37
H -2.65 -2.42 -7.44
H -1.09 -6.74 -0.93
H -0.49 -1.44 -6.75
H -4.31 0.36 -2.28
H 0.99 -0.70 -5.05
H -3.95 3.79 -0.72
H 3.66 -4.03 -0.34
H 0.13 0.34 -3.91
H -1.88 -1.29 -2.69
H 3.48 -1.28 1.60
H 2.48 6.05 5.31
H 2.79 -8.53 -1.12
H -1.04 3.46 -4.70
H 1.27 4.64 3.65
H 0.55 5.09 -0.39
H 5.16 3.48 1.96
H -3.08 -2.63 3.91
H 0.48 -3.52 -3.21
H 4.23 -0.98 3.17
```

[3]
The following is a DFT calculation (ωB97M-V with the def2-TZVPD basis set) of a molecular structure, C29H27AsF2N5O3PS4SeTl.

* highest occupied orbital energy: -4.120 eV
* frontier orbital gap: 0.1939 hartree
* charge: -1

XYZ file:
```
74
C29H27AsF2N5O3PS4SeTl | the OMol25 dataset | ωB97M-V with the def2-TZVPD basis set
Tl 1.22 0.91 -0.54
Se 2.78 -2.78 6.83
As 3.73 -0.41 -2.31
S 3.70 -1.17 -4.26
S 2.98 1.70 -2.25
S 1.95 -1.31 -1.13
S 5.47 -0.65 -1.15
P -1.52 -1.37 -1.55
F 0.90 4.37 3.64
F -1.72 5.58 -0.02
O -3.12 -1.16 -1.16
O -1.67 -2.49 -2.73
O -1.14 -2.28 -0.29
N -0.66 2.14 -2.05
N 2.84 0.47 1.55
N 1.25 -2.41 5.97
N 0.19 -0.12 1.87
N 3.79 -1.95 5.60
C 2.49 -0.27 2.61
C -0.36 3.62 -0.21
C -0.57 -4.15 1.03
C 5.13 0.30 2.21
C 0.51 2.74 0.43
C 1.57 -1.74 4.90
C 1.05 -0.56 2.80
C -1.49 4.08 -3.80
C -1.40 2.77 -4.22
C -1.30 -2.16 -4.09
C -0.96 1.83 -3.30
C -1.64 -0.97 3.15
C -0.81 4.72 0.52
C -0.42 5.00 1.81
C -0.77 -1.46 4.10
C 4.78 -0.45 3.31
C -1.10 -0.31 2.05
C 0.18 -1.93 -4.28
C 3.43 -0.74 3.52
C -5.43 -0.97 -1.72
C -0.76 3.40 -1.63
C -4.01 -0.72 -2.18
C -1.16 4.41 -2.50
C 0.48 4.12 2.38
C 0.60 -1.26 3.93
C -1.38 -3.68 -0.15
C 2.99 -1.49 4.69
C 0.94 3.00 1.73
C 4.12 0.75 1.36
H -0.73 -5.22 1.20
H 0.39 -1.78 -5.34
H -1.07 -4.18 -1.07
H -1.89 -1.29 -4.41
H -5.61 -0.47 -0.76
H -1.64 -3.01 -4.68
H -5.61 -2.03 -1.59
H 0.76 -2.78 -3.94
H -0.87 -3.61 1.94
H 5.52 -0.82 4.00
H -1.20 5.44 -2.17
H -1.80 4.86 -4.49
H -0.79 5.86 2.34
H -1.12 -2.00 4.97
H -6.15 -0.58 -2.45
H -2.71 -1.10 3.23
H 1.63 2.35 2.24
H -2.45 -3.85 -0.01
H -0.83 0.79 -3.58
H -1.64 2.47 -5.23
H -3.82 -1.27 -3.11
H -3.85 0.35 -2.38
H -1.75 0.08 1.26
H 6.16 0.52 1.97
H 0.56 -1.06 -3.75
H 4.35 1.36 0.49
H 0.49 -3.98 0.86
```

Number 1: E_tot -40117.4920 eV. Number 2: E_tot -108886.3822 eV. Number 3: E_tot -233052.8950 eV.